Computed, not measured: 2 unconnected molecules or ions with the total composition C10H13N2P at a distorted geometry, with ωB97M-V/def2-TZVPD.

Energy relative to the best compared isomer or geometry (same formula, charge and spin) in kJ/mol: 260.95
Max |F| in eV/A: 4.484
HOMO level (spin up / spin down) in eV: -7.44 / -7.92
HOMO-LUMO gap (spin up / spin down) in eV: 7.723 / 7.451

```
26
Properties=species:S:1:pos:R:3:mulliken_charge:R:1
C 3.1115 -2.3532 0.1514 -0.56
C 2.9642 -1.5764 -1.0822 -0.47
C -2.6433 -1.0092 -0.8558 -0.44
C -3.3202 -0.1295 0.0303 -0.46
C 2.2900 -1.8597 1.0775 -0.36
C 1.8648 -0.7395 -0.7933 -0.29
C -1.3169 -1.1139 -0.4427 -0.13
C -2.3289 0.2236 0.9553 -0.56
C -0.7749 2.7487 -0.2840 -0.69
C 0.3854 2.6560 0.7037 -0.71
N 1.4528 -0.9229 0.4771 0.27
N -1.1867 -0.4268 0.7284 0.30
P 0.2914 -0.1380 1.4666 -0.30
H 3.7867 -3.2544 0.1410 0.31
H 3.4309 -1.6226 -2.0684 0.39
H -3.0590 -1.2576 -1.9105 0.27
H -4.4212 -0.0853 0.1638 0.37
H 1.9876 -2.2365 2.0143 0.38
H 1.4973 0.0413 -1.3749 0.47
H -0.4369 -1.6172 -0.9461 0.31
H -2.2887 0.7297 1.8620 0.50
H -1.7443 3.0834 0.1088 0.29
H -0.4250 3.3965 -0.9521 0.46
H -0.7729 1.7533 -0.8464 0.11
H 0.3300 3.2128 1.6255 0.35
H 1.3262 2.4972 0.0506 0.23
```

=====

Computed, not measured: 2 unconnected molecules or ions with the total composition C10H13N3 at a distorted geometry, with ωB97M-V/def2-TZVPD.

Energy relative to the best compared isomer or geometry (same formula, charge and spin) in kJ/mol: 420.75
Max |F| in eV/A: 6.922
HOMO level in eV: -7.07
HOMO-LUMO gap in eV: 7.553

```
26
Properties=species:S:1:pos:R:3:mulliken_charge:R:1
C 1.3822 0.8446 -1.2643 -0.11
C 0.3758 2.2044 1.3513 -0.29
C 0.9843 1.1126 1.8621 -0.19
C -1.0379 2.2450 1.1781 -0.35
C -1.2075 0.0707 1.9377 -0.41
C 0.1805 -0.0387 2.0542 -0.06
C -1.0427 0.5453 -1.5953 -2.10
C -0.6274 -2.2470 -1.1022 -1.08
C 1.7209 -1.9627 -0.8884 -0.42
C 0.3271 -0.0675 -1.3087 1.12
N 2.2023 1.6615 -1.2830 -0.58
N -1.7690 1.1641 1.3282 -0.50
N 0.5542 -1.3959 -1.0501 0.21
H 0.8870 3.1457 1.5215 0.38
H 2.1506 1.1193 1.9366 0.28
H -1.4023 3.0415 0.4985 0.42
H -1.8831 -0.7805 2.1573 0.41
H -1.8113 0.2551 -0.9635 0.57
H -1.3070 0.0066 -2.5967 0.41
H -1.0348 1.5199 -1.8111 0.43
H -0.5113 -3.1142 -0.5843 0.41
H -1.2172 -1.6778 -0.4203 0.37
H -1.1092 -2.4235 -2.0545 0.29
H 1.9872 -3.0092 -0.6914 0.23
H 2.6078 -1.2725 -0.8440 0.26
H 0.6010 -0.9467 2.6322 0.30
```

=====

Computed, not measured: 2 unconnected molecules or ions with the total composition C10H13N4 at a distorted geometry, with ωB97M-V/def2-TZVPD.

Energy relative to the best compared isomer or geometry (same formula, charge and spin) in kJ/mol: 245.27
Max |F| in eV/A: 5.245
HOMO level in eV: -10.74
HOMO-LUMO gap in eV: 7.637
Total charge: +1

```
27
Properties=species:S:1:pos:R:3:mulliken_charge:R:1
C 3.1444 -0.6707 0.4376 -0.30
C 3.4716 0.3961 -0.4994 -0.36
C 1.8858 -0.8730 0.8382 -0.79
C 2.5622 1.3134 -0.8826 -0.40
C 0.8973 0.1489 0.4579 0.15
C -2.1264 1.7092 -0.6663 -0.53
C -1.7042 0.5055 -1.3602 -0.55
C -2.2633 1.6298 0.6479 -0.37
C -1.3233 -0.6501 -0.7348 0.96
C -1.4858 -0.6531 0.7692 0.19
N 1.2816 1.0881 -0.4440 0.13
N -1.0344 -1.7962 -1.3568 -0.48
N -1.2157 -1.7138 1.6179 -0.39
N -1.9885 0.4610 1.3306 0.01
H 3.9573 -1.1654 0.9897 0.35
H 4.5525 0.4204 -0.8669 0.29
H 1.5739 -1.6194 1.4774 0.49
H 2.6842 2.1226 -1.5667 0.41
H -2.1795 2.7304 -1.2084 0.37
H -1.6171 0.5841 -2.4720 0.22
H -2.6989 2.4439 1.1895 0.37
H -1.2008 -1.7135 -2.3054 0.24
H -1.3916 -2.6871 -0.8991 0.22
H -1.3338 -1.5625 2.5738 0.15
H -0.9924 -2.5855 1.3637 0.12
H 0.5897 1.7388 -0.7543 0.26
H -2.0448 0.3979 2.3235 0.22
```

=====

Computed, not measured: a molecular structure, C10H13N4SSe3TeTi at a distorted geometry, with ωB97M-V/def2-TZVPD.

Energy relative to the best compared isomer or geometry (same formula, charge and spin) in kJ/mol: 45.42
Max |F| in eV/A: 1.040
HOMO level (spin up / spin down) in eV: -2.96 / -2.96
HOMO-LUMO gap (spin up / spin down) in eV: 5.487 / 5.487
Total charge: -1

```
33
Properties=species:S:1:pos:R:3:mulliken_charge:R:1
Ti 1.4587 -1.1698 -0.1121 0.79
C -4.3520 -1.1696 -1.0200 -0.96
C -3.3032 -2.2580 -1.2494 -0.43
N -2.3687 -2.3942 -0.1517 -0.19
C -1.3445 -1.5176 0.0244 0.40
S -0.4339 -1.6248 1.5187 -0.47
N -1.0846 -0.6420 -0.9107 -1.03
N 0.0974 0.0213 -0.6061 0.57
C 0.1844 1.3230 -0.2991 0.23
C -0.9658 2.2688 -0.4822 -1.62
C 1.3462 1.6051 0.4158 0.86
C 1.7168 2.8842 0.9079 -1.00
C 2.7637 3.0134 1.7650 -0.30
C 3.4865 1.8496 2.1558 -0.95
C 3.1397 0.6454 1.6320 -0.12
N 2.1027 0.4727 0.7602 0.20
H -4.9054 -0.9664 -1.9390 0.31
H -3.8531 -0.2513 -0.7097 0.26
H -5.0632 -1.4613 -0.2448 0.28
H -2.7192 -2.0179 -2.1372 0.27
H -3.7815 -3.2260 -1.4087 0.40
H -2.6167 -2.9260 0.6635 0.21
H -1.6129 1.8999 -1.2774 0.39
H -0.6240 3.2705 -0.7432 0.49
H -1.5583 2.3341 0.4346 0.24
H 1.1453 3.7484 0.5970 0.24
H 3.0397 3.9878 2.1477 0.40
H 4.3203 1.9114 2.8413 0.36
H 3.6974 -0.2488 1.8841 0.45
Se 2.3768 -0.7050 -2.5546 -0.36
Se 4.0645 -1.1861 -1.0525 -0.35
Te 3.9746 -3.7231 -0.9262 -0.08
Se 1.6725 -3.7477 0.0764 -0.44
```

=====

Computed, not measured: a single C10H13N5O2 molecule at a distorted geometry, with ωB97M-V/def2-TZVPD.

Energy relative to the best compared isomer or geometry (same formula, charge and spin) in kJ/mol: 0.00
Max |F| in eV/A: 1.150
HOMO level in eV: -8.43
HOMO-LUMO gap in eV: 9.267

```
30
Properties=species:S:1:pos:R:3:mulliken_charge:R:1
N -2.2290 -1.7919 -3.4380 -0.39
C -2.0815 -0.7876 -2.5565 -0.06
N -2.8795 0.2787 -2.6568 -0.68
C -2.7589 1.2609 -1.7781 -0.32
N -1.9230 1.3568 -0.7617 -0.63
C -1.1184 0.2986 -0.6632 0.74
C -1.1361 -0.8163 -1.5163 0.76
N -0.1779 -1.7149 -1.1163 -0.76
C 0.3796 -1.1720 -0.0794 -0.26
N -0.1395 0.0516 0.2577 0.06
C 0.2274 0.9522 1.3260 -0.07
C 0.0237 0.3282 2.7176 -0.75
C 1.4313 -0.1190 3.1003 -0.73
C 2.3054 0.9188 2.3943 0.22
C 3.6790 0.3844 1.9677 -0.83
O 3.5616 -0.6567 1.0381 -0.52
O 1.5855 1.3053 1.2231 -0.50
H -1.5869 -2.5626 -3.4129 0.24
H -2.8800 -1.6830 -4.1943 0.26
H -3.4359 2.0937 -1.9134 0.41
H 1.1802 -1.6304 0.4668 0.52
H -0.3958 1.8425 1.1653 0.49
H -0.6952 -0.4876 2.6843 0.38
H -0.3379 1.0903 3.4076 0.36
H 1.5965 -0.1251 4.1746 0.43
H 1.6533 -1.1100 2.7022 0.26
H 2.4443 1.8077 3.0275 0.33
H 4.2704 1.2116 1.5533 0.33
H 4.1980 -0.0245 2.8369 0.40
H 3.0737 -0.3057 0.2811 0.36
```

=====

Computed, not measured: a single C10H13NO3 molecule at a distorted geometry, with ωB97M-V/def2-TZVPD.

Energy relative to the best compared isomer or geometry (same formula, charge and spin) in kJ/mol: 133.76
Max |F| in eV/A: 3.668
HOMO level in eV: -9.30
HOMO-LUMO gap in eV: 9.832

```
27
Properties=species:S:1:pos:R:3:mulliken_charge:R:1
O 0.7921 2.3189 1.0076 -0.63
C 0.5062 1.4164 0.2319 -0.01
N 1.4388 0.9381 -0.7507 -0.25
C 2.1087 -0.4255 -0.7730 0.40
C 2.3599 -0.9555 0.6138 -0.71
O 1.1606 -1.1639 1.3237 -0.43
C 1.3088 -1.3779 -1.6785 -1.16
O 0.9047 -0.8063 -2.8988 -0.59
C -0.8017 0.7041 0.3819 0.55
C -1.4556 0.8112 1.6136 -0.54
C -2.6870 0.2826 1.7550 -0.54
C -3.3466 -0.3537 0.7362 -0.34
C -2.6787 -0.5284 -0.4863 -0.87
C -1.3808 -0.0062 -0.6164 0.14
H 2.1933 1.6090 -0.7250 0.29
H 3.0890 -0.2339 -1.2015 0.45
H 3.0488 -0.2431 1.1629 0.33
H 2.9535 -1.8707 0.4248 0.42
H 1.3860 -1.6439 2.1508 0.29
H 1.8645 -2.2840 -1.9693 0.42
H 0.4974 -1.7410 -1.0380 0.36
H 1.0030 0.1391 -2.6688 0.45
H -0.9526 1.3607 2.4038 0.46
H -3.2319 0.3558 2.6852 0.38
H -4.3324 -0.8737 0.8422 0.31
H -3.0949 -1.0812 -1.2966 0.46
H -0.9533 -0.2518 -1.6447 0.37
```

=====

| no. | electronic energy (Eh) |
| --- | --- |
| 1 | -839.54955 |
| 2 | -552.95729 |
| 3 | -607.55303 |
| 4 | -9328.01571 |
| 5 | -813.16623 |
| 6 | -669.30308 |